No. 1
Molecular formula: C40H47BN2O22
Method: DFT, the ωB97M-V functional and the def2-TZVPD basis

Each line ends with the Löwdin charge.
Positions of all 112 atoms, in Å:
C: 1.228 -2.116 -6.669  0.0397
C: -0.046 -1.774 -6.134  -0.0722
C: -1.478 -1.350 -5.382  -0.1459
C: -1.094 -0.737 -3.911  -0.0185
C: -1.399 -1.577 -2.536  -0.0402
O: -2.020 -2.907 -2.436  -0.0383
C: -1.277 -3.933 -3.181  -0.2240
O: -1.947 -4.548 -4.195  -0.0194
C: 0.268 -4.414 -2.918  -0.0436
C: 0.487 -6.048 -2.645  0.0040
C: 1.943 -6.763 -2.406  -0.0640
C: 3.281 -5.812 -2.449  -0.0510
C: 3.093 -4.168 -2.689  -0.0526
C: 1.607 -3.467 -2.933  -0.0148
C: -1.003 -0.819 -1.099  0.0825
C: -1.276 -1.502 0.392  -0.1970
N: -0.947 -2.977 0.459  -0.1335
C: 0.425 -3.074 1.128  -0.1394
C: -0.336 0.714 -1.048  -0.0245
O: -0.028 1.397 0.218  0.0281
B: 1.419 1.413 0.511  -0.4954
O: 2.445 1.991 -0.394  0.0664
O: 1.824 0.836 1.840  0.0486
C: -0.053 1.497 -2.461  0.0573
C: -0.428 0.775 -3.885  0.0398
C: -0.029 1.803 -5.100  -0.2143
O: -0.267 1.671 -6.413  -0.0118
N: 0.680 2.937 -4.336  0.0694
C: 0.536 2.988 -2.804  -0.1969
O: 0.797 4.036 -2.009  -0.0043
H: 2.396 -2.085 -6.914  0.0565
H: -1.927 -0.482 -6.031  0.1171
H: -2.254 -2.228 -5.366  0.1171
H: -0.469 -6.740 -2.631  0.0992
H: 1.950 -7.940 -2.208  0.0999
H: 4.324 -6.330 -2.308  0.0850
H: 4.114 -3.556 -2.675  0.0830
H: 1.506 -2.296 -3.117  0.0892
H: -2.428 -1.307 0.632  0.1492
H: -0.680 -0.925 1.222  0.1099
H: -1.613 -3.363 1.194  0.1146
H: 1.249 -2.686 0.382  0.0967
H: 0.492 -2.510 2.153  0.0891
H: 0.642 -4.222 1.364  0.0761
H: 2.818 1.287 -1.010  0.1274
H: 2.516 0.144 1.573  0.1233
H: 1.679 3.043 -4.671  0.1530
C: -1.764 4.213 2.727  -0.0080
C: -2.638 3.212 3.456  -0.3430
C: -1.947 1.923 3.781  -0.1111
O: -3.027 1.010 3.856  0.0561
C: -4.002 1.502 3.030  -0.5064
O: -4.999 0.886 2.693  0.1248
O: -3.706 2.776 2.630  0.0872
H: -2.375 4.966 2.222  0.0950
H: -1.082 4.715 3.420  0.0895
H: -1.162 3.725 1.952  0.0813
H: -3.076 3.677 4.349  0.1624
H: -1.407 1.962 4.732  0.1463
H: -1.264 1.582 2.996  0.1308
C: -0.290 -7.778 4.417  -0.0167
C: 0.474 -7.879 3.111  -0.3481
C: 1.911 -8.271 3.275  -0.1093
O: 2.511 -7.717 2.118  0.0651
C: 1.748 -6.633 1.773  -0.4947
O: 2.066 -5.799 0.943  0.1053
O: 0.582 -6.610 2.487  0.0777
H: -1.197 -7.179 4.290  0.0825
H: -0.568 -8.770 4.785  0.0924
H: 0.308 -7.283 5.190  0.0873
H: -0.054 -8.547 2.418  0.1388
H: 2.053 -9.356 3.303  0.1472
H: 2.388 -7.826 4.155  0.1396
C: -6.303 -9.082 2.467  -0.0172
C: -4.881 -8.801 2.912  -0.3485
C: -4.177 -7.769 2.084  -0.1078
O: -2.816 -8.119 2.254  0.0481
C: -2.796 -9.467 2.495  -0.4939
O: -1.788 -10.154 2.501  0.1286
O: -4.058 -9.941 2.726  0.0916
H: -6.648 -10.045 2.857  0.0907
H: -6.982 -8.296 2.811  0.0925
H: -6.375 -9.140 1.376  0.0899
H: -4.864 -8.548 3.980  0.1628
H: -4.361 -6.748 2.436  0.1479
H: -4.416 -7.826 1.016  0.1443
C: 1.899 6.164 -0.139  -0.0173
C: 1.125 7.184 0.672  -0.3322
C: 1.951 8.345 1.138  -0.1303
O: 1.253 8.770 2.294  0.0666
C: 0.622 7.660 2.791  -0.5061
O: 0.085 7.601 3.883  0.1186
O: 0.681 6.626 1.898  0.0716
H: 1.371 5.206 -0.162  0.0584
H: 2.047 6.512 -1.165  0.0928
H: 2.884 5.970 0.300  0.0929
H: 0.238 7.513 0.115  0.1641
H: 2.003 9.150 0.399  0.1097
H: 2.968 8.067 1.435  0.1414
C: 2.023 13.227 -2.856  -0.0182
C: 2.847 12.677 -1.709  -0.3485
C: 4.311 12.563 -2.011  -0.1148
O: 4.722 11.529 -1.136  0.0721
C: 3.623 10.734 -0.939  -0.4709
O: 3.647 9.642 -0.398  0.1131
O: 2.496 11.330 -1.434  0.0907
H: 0.965 12.979 -2.727  0.0910
H: 2.126 14.315 -2.924  0.0918
H: 2.333 12.795 -3.813  0.0889
H: 2.662 13.262 -0.799  0.1643
H: 4.858 13.487 -1.801  0.1463
H: 4.523 12.248 -3.038  0.1422

Properties
- E_HOMO (eV) = -8.659
- Kohn-Sham gap (Ha) = 0.2525
- maximum force (eV/A) = 9.9
- net charge = 0

No. 2
Molecular formula: C29H45F6NO13P
Method: DFT, the ωB97M-V functional and the def2-TZVPD basis

Each line ends with the Löwdin charge.
Positions of all 95 atoms, in Å:
P: 2.763 13.424 -9.980  0.1636
F: 2.080 14.622 -10.770  -0.1276
F: 4.140 13.819 -10.769  -0.1616
F: 3.274 14.416 -8.780  -0.1714
F: 3.481 12.196 -9.187  -0.1528
F: 1.471 13.141 -9.124  -0.1278
F: 2.187 12.447 -11.147  -0.1633
O: 0.353 6.345 -9.635  0.0890
C: 0.689 7.488 -9.417  -0.5315
O: 1.718 7.799 -8.709  0.0850
C: 1.806 9.202 -8.432  -0.1491
C: 0.938 9.829 -9.423  -0.1970
C: 0.032 8.752 -9.884  -0.0897
H: 2.831 9.524 -8.618  0.1206
H: 1.513 9.620 -7.469  0.1257
H: 1.518 10.241 -10.250  0.1057
H: 0.340 10.646 -9.020  0.1221
H: -0.123 8.727 -10.962  0.1178
H: -0.922 8.881 -9.373  0.1300
O: 7.515 12.647 -10.601  0.1134
C: 7.403 13.386 -9.666  -0.4657
O: 7.635 14.707 -9.839  0.0150
C: 7.301 15.433 -8.667  -0.1444
C: 6.817 14.395 -7.621  -0.1643
C: 7.028 13.058 -8.207  -0.0756
H: 6.366 15.950 -8.882  0.1127
H: 8.130 16.007 -8.252  0.1257
H: 5.764 14.514 -7.363  0.1007
H: 7.398 14.464 -6.702  0.1107
H: 6.163 12.396 -8.243  0.1206
H: 7.785 12.439 -7.727  0.1271
O: 2.545 16.164 -16.656  0.0751
C: 2.974 15.185 -16.041  -0.5073
O: 3.892 15.184 -15.095  0.0402
C: 4.152 13.880 -14.502  -0.1093
C: 2.997 13.040 -14.995  -0.1561
C: 2.461 13.797 -16.217  -0.0668
H: 4.093 13.839 -13.414  0.1129
H: 5.108 13.429 -14.765  0.1290
H: 2.325 12.825 -14.164  0.0970
H: 3.227 11.995 -15.201  0.1143
H: 1.389 13.831 -16.021  0.1045
H: 2.671 13.488 -17.241  0.1314
O: 0.062 16.691 -11.322  0.1085
C: -0.383 15.916 -12.155  -0.4538
O: -1.688 15.710 -12.288  0.0406
C: -1.954 14.857 -13.416  -0.1483
C: -0.712 14.931 -14.284  -0.1603
C: 0.406 15.281 -13.312  -0.0578
H: -2.854 15.146 -13.960  0.1200
H: -2.161 13.865 -13.014  0.1061
H: -0.833 15.674 -15.072  0.1206
H: -0.576 13.924 -14.679  0.0768
H: 1.148 15.904 -13.811  0.1197
H: 0.993 14.429 -12.969  0.1009
O: 2.594 18.230 -10.893  0.1236
C: 3.706 17.888 -11.194  -0.4825
O: 4.728 18.502 -10.626  0.0517
C: 5.953 17.998 -11.135  -0.1766
C: 5.660 16.809 -11.938  -0.1652
C: 4.156 16.785 -12.135  -0.0578
H: 6.504 17.631 -10.268  0.1042
H: 6.482 18.774 -11.687  0.1278
H: 5.869 15.884 -11.401  0.0975
H: 6.209 16.728 -12.876  0.1234
H: 3.865 15.756 -11.925  0.0866
H: 3.768 16.969 -13.137  0.1188
O: 3.753 10.963 -6.770  0.0676
C: 3.509 11.948 -6.066  -0.4617
O: 4.467 12.585 -5.402  0.0152
C: 4.047 13.695 -4.532  -0.1255
C: 2.536 13.594 -4.568  -0.1303
C: 2.141 12.432 -5.595  -0.0311
H: 4.433 14.631 -4.936  0.1164
H: 4.315 13.583 -3.481  0.1153
H: 2.106 14.490 -5.015  0.0928
H: 2.258 13.368 -3.538  0.1044
H: 1.426 12.746 -6.356  0.1102
H: 1.663 11.613 -5.059  0.1147
C: 1.415 16.435 -7.252  -0.1731
O: 1.329 16.579 -8.648  -0.1280
H: 1.083 17.361 -6.784  0.0773
H: 0.762 15.581 -7.071  0.0708
H: 2.437 16.186 -6.963  0.0601
H: 1.853 15.872 -9.033  0.0165
N: -2.276 11.270 -14.452  0.0114
C: -0.939 11.291 -14.250  -0.1653
C: -0.668 10.968 -12.927  -0.1061
C: -1.870 10.827 -12.266  -0.0988
C: -2.853 10.966 -13.256  -0.1458
H: -2.775 11.159 -15.323  0.1526
H: -0.240 11.341 -15.072  0.1044
H: 0.274 10.770 -12.438  0.0894
H: -2.009 10.591 -11.221  0.0929
H: -3.905 10.732 -13.181  0.1008

Properties
- E_HOMO (eV) = -6.603
- Kohn-Sham gap (Ha) = 0.3224
- maximum force (eV/A) = 4.2
- net charge = -1

No. 3
Molecular formula: C12H23N3PS3Sr
Method: DFT, the ωB97M-V functional and the def2-TZVPD basis

Each line ends with the Löwdin charge.
Positions of all 43 atoms, in Å:
Sr: -0.951 -0.966 -0.861  0.9796
C: 2.973 -1.119 2.338  -0.5379
C: 1.459 -1.073 2.546  -0.5734
S: 0.565 0.249 1.671  0.7654
C: 1.488 0.621 0.113  -0.5993
C: 1.939 -0.482 -0.765  -0.1826
S: 0.856 -3.207 0.080  0.3904
C: 2.475 -4.021 0.029  -0.7068
C: 3.676 -3.264 0.591  -0.5685
S: 3.655 -2.802 2.352  0.8368
H: 3.489 -0.583 3.136  0.0644
H: 3.273 -0.657 1.402  0.0401
H: 1.230 -0.897 3.599  0.0627
H: 1.025 -2.018 2.232  -0.0352
H: 2.337 1.252 0.383  0.0753
H: 0.787 1.287 -0.394  0.0312
H: 2.989 -0.726 -0.720  0.0312
H: 1.552 -0.512 -1.773  0.0076
H: 2.720 -4.272 -1.007  0.0500
H: 2.381 -4.964 0.572  0.0429
H: 3.876 -2.363 0.014  0.0425
H: 4.561 -3.901 0.499  0.0575
C: -4.564 1.282 0.273  -0.3146
P: -2.776 1.634 0.114  0.7500
C: -2.781 2.730 -1.360  -0.3121
C: -2.540 2.894 1.430  -0.3109
H: -5.163 2.190 0.164  0.0357
H: -4.775 0.824 1.240  0.0365
H: -4.828 0.558 -0.499  0.0184
H: -3.499 3.544 -1.229  0.0345
H: -3.037 2.149 -2.246  0.0318
H: -1.785 3.142 -1.520  0.0288
H: -3.204 3.749 1.287  0.0345
H: -1.505 3.238 1.410  0.0292
H: -2.725 2.458 2.413  0.0331
C: -3.348 -1.807 -0.931  -0.3246
H: -3.551 -1.532 0.135  -0.1433
H: -4.137 -2.549 -1.122  -0.1458
N: -0.550 0.702 -2.726  -0.0148
C: 0.250 1.371 -3.260  -0.4153
N: 1.113 2.094 -3.880  0.0460
C: 2.085 2.630 -3.154  -0.4381
N: 2.963 3.117 -2.575  0.0669

Properties
- E_HOMO (spin up / spin down) (eV) = -4.245 / -4.300
- Kohn-Sham gap (spin up / spin down) (Ha) = 0.2438 / 0.2503
- maximum force (eV/A) = 0.5
- net charge = -1
- relative energy (zero: lowest compared OMol25 entry of this formula, charge and spin) (eV) = 0.6142

No. 4
Molecular formula: C6H6O
Method: DFT, the ωB97M-V functional and the def2-TZVPD basis

Each line ends with the Löwdin charge.
Positions of all 13 atoms, in Å:
C: 0.848 0.428 -2.078  0.1144
C: 0.417 0.911 -1.062  -0.1511
C: -0.193 1.282 0.217  -0.1484
C: -0.262 0.062 1.180  -0.4011
O: 0.970 -0.170 1.831  -0.0186
C: -0.703 -1.120 0.420  -0.0865
C: -0.915 -1.994 -0.380  0.1337
H: 1.212 -0.027 -2.971  0.0283
H: 0.374 2.073 0.718  0.1222
H: -1.207 1.661 0.038  0.1251
H: -0.972 0.299 1.979  0.1458
H: 1.537 -0.662 1.223  0.1015
H: -1.105 -2.743 -1.117  0.0347

Properties
- E_HOMO (eV) = -9.977
- Kohn-Sham gap (Ha) = 0.4016
- maximum force (eV/A) = 0.6
- net charge = 0
- relative energy (zero: lowest compared OMol25 entry of this formula, charge and spin) (eV) = 3.9403

No. 5
Molecular formula: C4H6O2
Method: DFT, the ωB97M-V functional and the def2-TZVPD basis

Each line ends with the Löwdin charge.
Positions of all 12 atoms, in Å:
C: -1.197 0.526 -0.503  -0.0368
C: -0.231 0.648 0.839  -0.4196
O: 0.538 1.801 0.922  -0.0077
C: 0.430 -0.569 0.504  -0.0390
C: 1.318 -1.384 0.231  -0.1268
O: 1.810 -2.432 -0.391  0.0440
H: -0.674 0.423 -1.455  0.0745
H: -1.953 -0.242 -0.358  0.0726
H: -1.708 1.488 -0.531  0.0653
H: -0.885 0.601 1.712  0.1439
H: 1.221 1.772 0.238  0.1045
H: 1.330 -2.633 -1.208  0.1250

Properties
- E_HOMO (eV) = -9.075
- Kohn-Sham gap (Ha) = 0.3463
- maximum force (eV/A) = 4.3
- net charge = 0
- relative energy (zero: lowest compared OMol25 entry of this formula, charge and spin) (eV) = 3.7629

No. 6
Molecular formula: C4H6O2
Method: DFT, the ωB97M-V functional and the def2-TZVPD basis

Each line ends with the Löwdin charge.
Positions of all 12 atoms, in Å:
O: 0.366 -1.650 -0.915  0.0504
C: 0.040 -0.766 0.058  -0.4414
C: -1.116 -0.700 0.716  0.0530
C: -0.149 1.672 -1.003  0.0758
O: 0.543 1.573 0.103  -0.1585
C: 1.128 0.253 0.279  -0.1206
H: -0.414 -2.178 -1.132  0.1166
H: -1.959 -1.343 0.487  0.0664
H: -1.265 0.084 1.451  0.0720
H: -0.636 2.669 -0.886  0.0240
H: 1.516 0.241 1.301  0.1321
H: 1.940 0.124 -0.439  0.1302

Properties
- E_HOMO (eV) = -8.517
- Kohn-Sham gap (Ha) = 0.3408
- maximum force (eV/A) = 0.6
- net charge = 0
- relative energy (zero: lowest compared OMol25 entry of this formula, charge and spin) (eV) = 4.3593

No. 7
Molecular formula: C23H43BaCl2F5N3O5SiTe
Method: DFT, the ωB97M-V functional and the def2-TZVPD basis

Each line ends with the Löwdin charge.
Positions of all 84 atoms, in Å:
C: -1.440 -0.769 -3.813  -0.0455
C: -1.003 -2.090 -3.250  -0.2336
H: -1.314 -0.705 -4.902  0.0582
H: -0.866 0.050 -3.350  0.0531
H: -2.501 -0.571 -3.593  0.0866
C: -0.457 -3.095 -3.945  -0.1381
C: -0.270 -3.123 -5.426  -0.1146
H: -0.147 -3.997 -3.412  0.0956
H: -0.462 -2.146 -5.882  0.0525
H: -0.947 -3.857 -5.891  0.0691
H: 0.747 -3.431 -5.701  0.0617
Ba: 0.185 0.464 0.768  1.7763
Cl: -0.214 2.452 -1.427  -0.3610
C: 0.006 -2.682 2.342  -0.3399
O: 0.947 -2.032 1.849  -0.1416
N: 0.160 -3.737 3.159  -0.1790
C: 1.459 -4.051 3.720  -0.0397
C: -0.931 -4.625 3.528  -0.0583
H: -1.049 -2.402 2.153  0.1170
H: 2.163 -3.258 3.459  0.0876
H: 1.813 -5.015 3.325  0.0887
H: 1.362 -4.132 4.810  0.0889
H: -1.853 -4.309 3.037  0.0919
H: -1.075 -4.607 4.619  0.0860
H: -0.692 -5.656 3.222  0.0828
H: 0.656 3.382 5.836  0.0902
H: -1.183 4.564 5.215  0.0900
C: 1.235 3.584 4.928  -0.0311
C: -0.801 4.863 4.232  -0.0581
N: 0.336 4.028 3.876  -0.1934
H: 1.748 2.684 4.581  0.0879
C: 0.447 3.551 2.626  -0.3164
O: 1.143 2.565 2.300  -0.1790
H: -1.571 4.723 3.467  0.0869
H: -0.152 4.107 1.872  0.1489
H: 1.979 4.363 5.155  0.0907
H: -0.532 5.930 4.263  0.0860
H: 1.520 -0.299 -3.245  0.0856
H: 2.307 -2.850 -2.891  0.0782
C: 2.447 -0.010 -2.738  -0.0282
C: 3.217 -2.357 -2.518  -0.0513
N: 2.876 -1.101 -1.872  -0.1716
H: 2.267 0.886 -2.141  0.0542
C: 3.021 -0.931 -0.545  -0.3337
O: 2.770 0.131 0.054  -0.1963
H: 3.709 -3.002 -1.781  0.0856
H: 3.375 -1.835 -0.013  0.1415
H: 3.217 0.175 -3.496  0.0884
H: 3.890 -2.171 -3.365  0.0863
O: -0.260 -1.364 -1.126  -0.4061
C: -1.122 -2.195 -1.726  -0.4901
C: 0.223 -4.180 -0.816  -0.0480
C: -1.017 -3.624 -1.129  -0.1674
H: 1.127 -3.608 -1.028  0.0993
C: 0.299 -5.430 -0.194  -0.0965
H: -2.172 -1.875 -1.535  0.1286
C: -2.182 -4.343 -0.855  -0.0384
H: 1.280 -5.853 0.041  0.0956
C: -0.871 -6.124 0.136  -0.1318
C: -2.113 -5.585 -0.220  -0.1054
H: -3.139 -3.905 -1.139  0.1108
H: -0.818 -7.081 0.669  0.0910
H: -3.034 -6.129 0.004  0.0926
Si: -0.353 6.459 -2.694  0.0766
Cl: -0.688 5.488 -4.494  0.2863
C: 1.451 6.184 -2.283  -0.2207
C: -1.513 5.686 -1.447  -0.2444
C: -0.736 8.281 -2.964  -0.2316
H: 1.630 5.108 -2.162  0.0186
H: 1.719 6.694 -1.349  0.0276
H: 2.090 6.566 -3.090  0.0248
H: -0.072 8.714 -3.725  0.0234
H: -0.603 8.851 -2.034  0.0256
H: -1.772 8.422 -3.301  0.0247
H: -1.291 4.609 -1.337  -0.0873
H: -2.552 5.794 -1.782  0.0269
H: -1.399 6.164 -0.464  0.0234
F: -1.922 1.979 3.856  -0.3900
Te: -1.983 0.068 4.044  1.8249
F: -1.934 -1.799 4.480  -0.3834
F: -1.951 0.384 5.925  -0.3793
F: -0.055 0.106 4.153  -0.4123
F: -3.876 0.117 4.148  -0.3888
O: -1.932 -0.236 2.238  -0.7652

Properties
- E_HOMO (spin up / spin down) (eV) = -4.730 / -4.730
- Kohn-Sham gap (spin up / spin down) (Ha) = 0.2259 / 0.2260
- maximum force (eV/A) = 1.9
- net charge = -1
- relative energy (zero: lowest compared OMol25 entry of this formula, charge and spin) (eV) = 0.0492

No. 8
Molecular formula: F3HN2
Method: DFT, the ωB97M-V functional and the def2-TZVPD basis

Each line ends with the Löwdin charge.
Positions of all 6 atoms, in Å:
F: 1.131 1.300 0.132  -0.0466
N: 0.656 0.068 0.367  -0.0229
N: -0.698 0.148 -0.009  -0.0897
F: -1.441 -0.646 0.857  -0.0074
F: -1.089 -0.328 -1.276  -0.0213
H: 1.440 -0.542 -0.071  0.1879

Properties
- E_HOMO (eV) = -11.442
- Kohn-Sham gap (Ha) = 0.4567
- maximum force (eV/A) = 2.8
- net charge = 0
- relative energy (zero: lowest compared OMol25 entry of this formula, charge and spin) (eV) = 2.4757